No. 1
{
  "formula": "C21H23Br2N2Si",
  "method": "wB97M-V/def2-TZVPD",
  "elements": ["C", "Si", "C", "C", "N", "C", "C", "N", "C", "C", "C", "C", "C", "C", "C", "Br", "C", "C", "C", "C", "C", "C", "Br", "C", "C", "C", "H", "H", "H", "H", "H", "H", "H", "H", "H", "H", "H", "H", "H", "H", "H", "H", "H", "H", "H", "H", "H", "H", "H"],
  "coordinates": [[1.072, -0.144, 4.227], [0.055, -1.586, 3.678], [1.012, -3.143, 3.388], [-1.373, -1.893, 4.826], [-0.657, -1.079, 2.056], [-2.051, -0.975, 1.931], [-2.340, -0.593, 0.678], [-1.117, -0.399, 0.005], [-0.952, -0.159, -1.419], [0.331, 0.563, -1.748], [1.535, -0.036, -1.734], [2.774, 0.625, -2.134], [3.945, -0.145, -2.339], [5.166, 0.453, -2.642], [5.238, 1.855, -2.744], [6.900, 2.671, -3.121], [4.088, 2.644, -2.587], [2.867, 2.034, -2.292], [-2.223, 0.533, -1.918], [-3.342, -0.254, -2.215], [-4.581, 0.340, -2.472], [-4.661, 1.740, -2.557], [-6.314, 2.566, -3.021], [-3.528, 2.531, -2.325], [-2.312, 1.922, -1.976], [-0.143, -0.742, 0.853], [1.583, -0.423, 5.159], [1.825, 0.122, 3.475], [0.442, 0.735, 4.424], [1.541, -3.390, 4.320], [0.351, -3.983, 3.135], [1.752, -3.021, 2.587], [-0.966, -2.153, 5.814], [-2.010, -1.006, 4.952], [-2.007, -2.729, 4.497], [-2.706, -1.216, 2.748], [-3.309, -0.409, 0.256], [-0.890, -1.131, -1.946], [0.228, 1.584, -2.124], [1.584, -1.092, -1.436], [3.865, -1.236, -2.253], [6.053, -0.159, -2.812], [4.149, 3.722, -2.706], [1.981, 2.652, -2.156], [-3.258, -1.343, -2.177], [-5.466, -0.277, -2.605], [-3.589, 3.611, -2.405], [-1.441, 2.532, -1.740], [0.900, -0.720, 0.594]],
  "total_charge": 1,
  "lumo_energy_ev": -2.7,
  "max_force_ha_per_bohr": 0.0434,
  "smiles": "C[Si](C)(C)n1cc[n+]([C@H](/C=C/c2ccc(Br)cc2)c2ccc(Br)cc2)c1",
  "orbital_gap_ev": 8.26,
  "homo_ev": -11.00,
  "mol_weight_g_mol": 491.32,
  "energy_ha": -6360.8901,
  "multiplicity": 1
}



No. 2
{
  "formula": "C21H23ClN3O4PtSi",
  "method": "wB97M-V/def2-TZVPD",
  "elements": ["Pt", "O", "C", "O", "C", "C", "C", "C", "C", "C", "C", "C", "C", "N", "H", "H", "H", "H", "H", "H", "C", "C", "C", "C", "C", "C", "N", "N", "Si", "C", "C", "C", "H", "H", "H", "H", "H", "H", "H", "H", "H", "H", "H", "H", "H", "H", "H", "Cl", "C", "C", "O", "O", "H", "H"],
  "coordinates": [[0.686, 0.324, 0.495], [-1.760, 0.347, 3.710], [-1.064, 0.521, 2.724], [-0.244, -0.296, 2.189], [-1.111, 1.894, 2.045], [-1.900, 2.909, 2.628], [-1.922, 4.132, 2.044], [-1.178, 4.349, 0.860], [-1.180, 5.601, 0.195], [-0.474, 5.776, -0.955], [0.268, 4.700, -1.495], [0.295, 3.484, -0.876], [-0.425, 3.287, 0.324], [-0.395, 2.057, 0.952], [-2.449, 2.649, 3.520], [-2.506, 4.945, 2.460], [-1.762, 6.410, 0.622], [-0.478, 6.735, -1.459], [0.825, 4.842, -2.412], [0.874, 2.659, -1.259], [3.782, -0.673, 0.828], [2.851, -1.780, 0.413], [3.330, -3.057, 0.215], [2.419, -4.058, -0.157], [1.097, -3.779, -0.320], [0.593, -2.448, -0.127], [1.549, -1.493, 0.257], [-0.617, -2.025, -0.287], [-2.124, -2.753, -0.101], [-2.739, -3.641, -1.647], [-3.362, -1.399, 0.297], [-2.165, -3.997, 1.309], [4.268, -0.925, 1.772], [3.243, 0.264, 0.945], [4.558, -0.528, 0.074], [4.383, -3.263, 0.346], [2.779, -5.069, -0.324], [0.397, -4.542, -0.636], [-2.820, -2.944, -2.486], [-3.718, -4.106, -1.494], [-2.033, -4.423, -1.940], [-3.190, -0.538, -0.354], [-3.242, -1.069, 1.333], [-4.396, -1.732, 0.164], [-1.468, -4.821, 1.138], [-3.166, -4.422, 1.436], [-1.882, -3.506, 2.244], [4.482, 1.250, -2.502], [2.842, 1.012, -3.195], [1.841, 0.363, -2.235], [1.146, -0.537, -2.657], [1.829, 0.930, -1.073], [2.948, 0.384, -4.072], [2.486, 2.001, -3.478]],
  "total_charge": -1,
  "lumo_energy_ev": 1.9,
  "max_force_ha_per_bohr": 0.0097,
  "orbital_gap_ev": 5.93,
  "homo_ev": -4.00,
  "de_lowest_ev": 0.000,
  "mol_weight_g_mol": 640.05,
  "energy_ha": -2148.4852,
  "multiplicity": 1
}